DFT (the ωB97M-V functional and the def2-TZVPD basis) results for a molecular structure, C48H42N3O4PScSiTe.

```
! wB97M-V def2-TZVPD RIJCOSX def2/J DEFGRID3
* xyz -1 1
Sc 0.62 -0.81 0.24
C 5.82 0.42 -1.33
C 5.66 -0.90 -1.73
C 4.58 -1.66 -1.32
C 3.60 -1.10 -0.48
C 3.77 0.23 -0.08
C 4.86 0.98 -0.50
N 2.47 -1.79 -0.03
N 2.65 -3.13 -0.05
C 1.85 -4.09 0.31
C 2.48 -5.39 0.06
C 1.81 -6.55 0.00
C 0.38 -6.56 0.18
C -0.25 -5.44 0.57
C 0.45 -4.19 0.84
H 6.68 1.00 -1.65
H 6.40 -1.36 -2.38
H 4.47 -2.68 -1.64
H 3.07 0.67 0.63
H 4.96 2.00 -0.15
H 3.54 -5.34 -0.13
H 2.34 -7.47 -0.23
H -0.18 -7.47 -0.01
H -1.32 -5.45 0.69
O 0.32 -2.02 1.74
C -0.21 -3.20 1.51
C -1.62 -3.31 1.99
C -1.99 -4.36 2.84
C -3.28 -4.47 3.32
C -4.24 -3.54 2.96
C -3.89 -2.49 2.13
C -2.58 -2.34 1.66
P -2.20 -0.90 0.59
C -2.72 0.56 1.55
C -2.67 1.78 0.88
C -2.93 2.97 1.56
C -3.22 2.94 2.91
C -3.24 1.73 3.59
C -2.99 0.54 2.91
C -3.48 -1.09 -0.70
C -4.54 -0.21 -0.88
C -5.46 -0.41 -1.90
C -5.33 -1.49 -2.76
C -4.28 -2.38 -2.58
C -3.35 -2.19 -1.56
H -1.24 -5.09 3.11
H -3.53 -5.29 3.98
H -5.26 -3.63 3.31
H -4.64 -1.76 1.84
H -2.40 1.83 -0.17
H -2.87 3.91 1.02
H -3.41 3.86 3.45
H -3.45 1.70 4.65
H -3.00 -0.40 3.45
H -4.66 0.64 -0.21
H -6.28 0.29 -2.03
H -6.04 -1.65 -3.56
H -4.16 -3.24 -3.24
H -2.53 -2.88 -1.44
O 0.95 -1.87 -3.06
N 0.23 -2.62 -2.39
O -0.13 -3.72 -2.76
O -0.22 -2.18 -1.26
Te -0.05 0.71 -2.44
C -0.50 2.75 -2.03
C -1.58 3.36 -2.67
C -1.92 4.67 -2.38
C -1.18 5.40 -1.46
C -0.10 4.80 -0.82
C 0.23 3.48 -1.09
C 1.57 1.09 -3.73
C 1.49 0.67 -5.05
C 2.57 0.88 -5.91
C 3.72 1.49 -5.44
C 3.80 1.90 -4.12
C 2.73 1.69 -3.26
H -2.16 2.80 -3.39
H -2.77 5.13 -2.88
H -1.45 6.42 -1.23
H 0.48 5.36 -0.09
H 1.05 3.01 -0.56
H 0.60 0.18 -5.41
H 2.50 0.55 -6.94
H 4.56 1.64 -6.11
H 4.71 2.35 -3.74
H 2.81 1.98 -2.22
C 0.09 3.71 4.49
Si 1.57 3.16 3.48
C 2.35 4.65 2.64
C 2.84 2.34 4.59
C 1.03 1.96 2.20
C 0.70 1.14 1.36
H 0.36 4.48 5.22
H -0.34 2.86 5.03
H -0.69 4.11 3.83
H 2.62 5.42 3.37
H 1.65 5.10 1.93
H 3.25 4.36 2.09
H 3.25 3.05 5.32
H 3.67 1.95 3.99
H 2.40 1.50 5.13
*
```

DFT (the ωB97M-V functional and the def2-TZVPD basis) results for a molecular structure, C48H43AgF15GePS2.

```
! wB97M-V def2-TZVPD RIJCOSX def2/J DEFGRID3
* xyz -2 1
Ag 12.35 13.23 11.18
C 14.72 17.57 12.57
C 14.57 17.28 13.97
C 15.64 16.51 14.42
C 16.53 16.34 13.31
C 15.93 16.99 12.15
C 16.51 17.05 10.78
C 17.75 15.47 13.25
C 15.89 16.02 15.83
C 13.34 17.57 14.82
C 13.83 18.40 11.68
H 16.12 17.92 10.28
H 16.06 16.27 10.19
H 17.59 16.91 10.79
H 18.07 15.49 12.21
H 17.45 14.43 13.48
H 18.54 15.74 14.01
H 15.74 14.91 15.84
H 15.46 16.64 16.63
H 16.98 16.03 16.02
H 12.94 16.60 14.93
H 12.53 18.08 14.25
H 13.58 18.15 15.69
H 13.33 17.72 10.94
H 14.34 19.16 11.10
H 13.04 18.91 12.26
F 16.80 8.71 9.53
C 15.44 8.77 9.51
C 14.72 9.78 10.23
C 13.32 9.72 10.32
F 12.73 10.54 11.22
C 12.57 8.89 9.53
F 11.23 8.80 9.62
C 13.29 8.00 8.72
F 12.65 7.41 7.71
C 14.71 7.94 8.66
F 15.30 7.02 7.87
Ge 15.73 11.37 10.87
S 14.61 13.19 10.46
C 16.32 10.93 12.77
C 16.02 11.73 13.85
F 15.12 12.78 13.70
C 16.43 11.41 15.14
F 16.03 12.15 16.18
C 17.14 10.27 15.42
F 17.33 9.98 16.72
C 17.41 9.41 14.35
F 17.99 8.22 14.60
C 16.91 9.71 13.11
F 16.75 8.79 12.15
C 17.37 11.54 9.78
C 18.57 11.96 10.33
F 18.58 12.37 11.66
C 19.81 12.20 9.65
F 20.91 12.74 10.19
C 19.74 12.09 8.28
F 20.74 12.20 7.47
C 18.52 11.79 7.63
F 18.64 11.30 6.33
C 17.34 11.58 8.36
F 16.18 11.22 7.76
S 9.55 20.95 7.45
C 8.48 22.26 7.44
C 7.66 22.77 6.41
C 6.83 23.90 6.64
C 6.70 24.46 7.90
C 7.48 23.96 8.96
C 8.31 22.89 8.71
H 7.69 22.42 5.39
H 6.23 24.26 5.84
H 5.97 25.21 8.17
H 7.40 24.39 9.99
H 9.02 22.47 9.53
C 9.91 12.27 8.58
C 9.11 12.80 9.81
C 7.81 13.31 9.19
C 8.84 11.57 10.79
P 10.11 14.08 10.67
C 10.50 15.22 9.28
C 11.79 15.20 8.66
C 12.16 16.15 7.71
C 11.34 17.27 7.45
C 10.09 17.29 7.99
C 9.62 16.30 8.92
C 9.16 15.01 12.05
C 9.61 16.56 12.09
C 9.69 14.24 13.33
C 7.63 14.84 12.05
H 9.17 11.52 8.18
H 10.82 11.79 8.96
H 10.05 13.08 7.87
H 7.43 12.42 8.60
H 7.90 14.18 8.53
H 7.03 13.52 9.90
H 9.50 10.74 10.50
H 7.77 11.33 10.82
H 9.13 11.75 11.83
H 12.51 14.50 9.03
H 13.12 16.22 7.25
H 11.73 18.05 6.79
H 9.38 18.10 7.78
H 8.63 16.39 9.37
H 10.69 16.52 11.95
H 9.39 16.90 13.14
H 9.08 17.17 11.42
H 10.75 14.22 13.41
H 9.40 13.11 13.27
H 9.20 14.60 14.22
H 7.11 15.37 11.17
H 7.26 15.17 13.03
H 7.27 13.81 12.05
*
```

DFT (the ωB97M-V functional and the def2-TZVPD basis) results for a molecular structure, C48H43Cl4CuF6N8O18S2.

```
! wB97M-V def2-TZVPD RIJCOSX def2/J DEFGRID3
* xyz 1 2
Cu -0.62 16.33 6.39
C -2.09 19.56 3.86
F -2.42 18.56 3.07
F -2.02 20.71 3.23
F -3.06 19.67 4.77
S -0.41 19.17 4.69
O 0.12 18.11 3.88
O 0.31 20.40 4.80
N -0.87 18.39 6.17
S -1.10 19.53 7.33
O -1.75 20.75 6.92
O -1.64 18.83 8.47
C 0.68 19.99 7.90
F 0.88 21.24 7.55
F 0.80 19.88 9.20
F 1.60 19.22 7.32
Cl -4.87 20.69 -0.57
C -4.48 19.11 0.21
C -5.73 18.60 0.92
Cl -7.14 18.51 -0.13
H -3.59 19.28 0.80
H -4.28 18.44 -0.62
H -5.92 19.18 1.82
H -5.55 17.55 1.18
Cl -3.33 23.70 6.73
C -2.27 23.89 5.36
C -0.78 23.83 5.80
Cl -0.45 25.25 6.81
H -2.40 24.83 4.84
H -2.35 23.10 4.60
H -0.21 23.92 4.88
H -0.54 22.94 6.37
C 4.28 20.60 5.04
C 5.65 20.72 5.12
C 6.38 20.53 3.95
C 5.74 20.26 2.74
C 4.35 20.16 2.67
C 3.63 20.27 3.85
N 6.53 20.13 1.52
O 5.91 19.95 0.48
O 7.74 20.07 1.59
H 3.67 20.82 5.91
H 6.11 20.91 6.07
H 7.45 20.69 3.91
H 3.74 20.02 1.79
H 2.55 20.26 3.88
C -3.67 26.23 10.66
C -2.36 26.57 10.40
C -1.49 25.60 9.92
C -1.87 24.27 9.89
C -3.18 23.94 10.14
C -4.10 24.91 10.47
N -0.87 23.23 9.60
O 0.29 23.53 9.68
O -1.27 22.11 9.34
H -4.36 26.94 11.10
H -2.06 27.61 10.48
H -0.49 25.91 9.65
H -3.36 22.88 9.96
H -5.15 24.67 10.56
C -5.09 20.51 10.66
C -4.82 20.73 9.31
C -5.74 21.40 8.54
C -6.88 21.93 9.11
C -7.08 21.88 10.48
C -6.18 21.14 11.27
N -7.85 22.67 8.31
O -7.83 22.51 7.10
O -8.63 23.41 8.87
H -4.41 20.00 11.32
H -3.93 20.32 8.86
H -5.60 21.57 7.48
H -7.92 22.30 11.00
H -6.30 21.05 12.34
C -1.57 16.15 -0.44
C -2.85 15.83 -0.07
C -3.20 15.63 1.26
C -2.20 15.72 2.22
C -0.91 16.09 1.86
C -0.56 16.27 0.53
N -2.55 15.50 3.60
O -3.57 14.93 3.86
O -1.82 15.94 4.49
H -1.36 16.48 -1.45
H -3.70 15.82 -0.74
H -4.20 15.37 1.57
H -0.17 16.40 2.59
H 0.45 16.53 0.25
C -7.97 19.45 4.02
C -6.90 19.30 4.89
C -7.13 19.00 6.20
C -8.43 18.76 6.66
C -9.49 18.78 5.76
C -9.26 19.12 4.43
N -8.74 18.59 8.08
O -9.84 18.23 8.42
O -7.84 18.90 8.85
H -7.87 19.76 2.99
H -5.87 19.42 4.57
H -6.35 19.05 6.95
H -10.48 18.53 6.10
H -10.08 19.10 3.73
C 6.31 17.57 7.76
C 5.12 17.41 8.47
C 3.92 17.19 7.82
C 3.88 17.13 6.42
C 5.04 17.29 5.71
C 6.26 17.49 6.35
N 2.62 16.93 5.69
O 1.60 16.52 6.24
O 2.73 17.12 4.50
H 7.30 17.73 8.18
H 5.08 17.54 9.55
H 3.01 17.20 8.40
H 5.09 17.07 4.65
H 7.21 17.54 5.84
C -1.13 16.19 13.40
C -0.38 15.06 13.08
C 0.19 15.00 11.81
C -0.03 16.02 10.87
C -0.79 17.11 11.22
C -1.36 17.21 12.48
N 0.46 15.82 9.52
O -0.22 16.26 8.59
O 1.54 15.31 9.35
H -1.62 16.42 14.34
H -0.12 14.38 13.87
H 0.81 14.15 11.57
H -1.08 17.85 10.49
H -2.03 18.01 12.75
*
```

DFT (the ωB97M-V functional and the def2-TZVPD basis) results for a molecular structure, C48H43N3O2P2W.

```
! wB97M-V def2-TZVPD RIJCOSX def2/J DEFGRID3
* xyz 2 3
W 1.15 -0.52 -0.80
O 1.19 -0.38 -2.73
C 1.35 0.61 -3.63
C 0.74 0.55 -4.87
C 0.92 1.58 -5.77
C 1.74 2.67 -5.47
C 2.38 2.72 -4.25
C 2.17 1.70 -3.31
C 2.88 1.71 -2.07
N 2.59 1.00 -1.03
C 3.64 0.87 0.00
C 4.10 -0.58 -0.07
N 2.91 -1.47 -0.22
C 3.09 -2.72 0.04
C 2.11 -3.75 -0.03
C 2.50 -5.09 0.18
C 1.58 -6.10 0.12
C 0.24 -5.80 -0.13
C -0.18 -4.49 -0.32
C 0.76 -3.47 -0.28
O 0.35 -2.20 -0.42
H 0.12 -0.31 -5.11
H 0.43 1.53 -6.73
H 1.89 3.46 -6.19
H 3.04 3.54 -4.00
H 3.76 2.36 -2.00
H 3.23 1.10 0.98
H 4.48 1.53 -0.20
H 4.67 -0.85 0.83
H 4.74 -0.72 -0.94
H 4.09 -3.03 0.35
H 3.55 -5.30 0.38
H 1.89 -7.13 0.27
H -0.50 -6.60 -0.18
H -1.22 -4.24 -0.50
C -2.14 1.24 0.18
N -1.79 0.91 1.55
C -1.19 -0.37 1.84
P 0.65 -0.11 1.62
C 1.48 -1.31 2.69
C 0.89 -2.56 2.89
C 1.53 -3.51 3.67
C 2.76 -3.22 4.25
C 3.35 -1.98 4.05
C 2.72 -1.02 3.27
C 0.91 1.53 2.34
C 0.86 1.70 3.73
C 1.00 2.97 4.27
C 1.19 4.07 3.45
C 1.22 3.91 2.07
C 1.08 2.64 1.52
C -2.64 1.50 2.54
C -3.57 0.75 3.25
C -4.38 1.37 4.20
C -4.28 2.74 4.42
C -3.36 3.49 3.70
C -2.54 2.87 2.77
P -1.23 0.38 -1.18
C -1.57 1.57 -2.51
C -2.58 1.36 -3.44
C -2.83 2.32 -4.42
C -2.07 3.47 -4.47
C -1.05 3.68 -3.55
C -0.80 2.73 -2.57
C -2.27 -1.08 -1.60
C -3.48 -1.34 -0.96
C -4.24 -2.44 -1.31
C -3.81 -3.30 -2.31
C -2.60 -3.05 -2.95
C -1.83 -1.96 -2.59
H -1.93 2.30 0.00
H -3.20 1.11 -0.03
H -1.53 -1.19 1.20
H -1.36 -0.64 2.87
H -0.07 -2.79 2.44
H 1.07 -4.48 3.82
H 3.25 -3.97 4.87
H 4.30 -1.75 4.51
H 3.18 -0.05 3.13
H 0.70 0.85 4.38
H 0.96 3.10 5.35
H 1.32 5.06 3.88
H 1.35 4.77 1.42
H 1.09 2.52 0.45
H -3.68 -0.31 3.07
H -5.10 0.78 4.76
H -4.92 3.22 5.15
H -3.27 4.55 3.87
H -1.79 3.44 2.22
H -3.18 0.46 -3.40
H -3.63 2.15 -5.13
H -2.27 4.21 -5.24
H -0.46 4.59 -3.59
H -0.01 2.90 -1.85
H -3.85 -0.69 -0.18
H -5.19 -2.62 -0.81
H -4.41 -4.16 -2.59
H -2.25 -3.72 -3.74
H -0.89 -1.79 -3.10
*
```

Energy above the lowest of the compared OMol25 structures with the same formula, charge and spin across the listed records, respectively: 53.1; 89.0; 45.1; 0.0 kcal per mole.
Max |F| across the listed records, respectively: 0.5; 3.5; 3.0; 1.1 eV Å⁻¹.
Calculated total energy across the listed records, respectively: -3979.15879; -6714.32844; -8523.08895; -2919.07320 hartree.